No. 1
A cluster of 2 separate species, CHBrN5 in total. Source: OMol25; level of theory: ωB97M-V with the def2-TZVPD basis set.

## Properties
Kohn-Sham gap (alpha / beta) = 7.6 / 8.4 eV
F_max = 2.3 eV/A
Highest occupied orbital energy (alpha / beta) = -5.0 / -5.2 eV
LUMO level (alpha / beta) = 0.098 / 0.117 Eh

The geometry in ORCA input format:
```
! wB97M-V def2-TZVPD RIJCOSX def2/J DEFGRID3
* xyz -1 1
C 0.397 -0.282 -0.102
N 2.297 0.254 -0.647
N 1.256 -0.444 -1.071
N 0.704 0.532 0.895
N 1.968 0.832 0.549
N -2.063 -0.766 -0.344
Br -2.903 0.758 0.132
H -1.656 -0.883 0.589
*
```

No. 2
A structure of composition H22O11Xe. Source: OMol25; level of theory: ωB97M-V with the def2-TZVPD basis set.

## Properties
Kohn-Sham gap = 10.1 eV
F_max = 0.7 eV/A
Highest occupied orbital energy = -10.3 eV
LUMO level = -0.006 Eh

The geometry in ORCA input format:
```
! wB97M-V def2-TZVPD RIJCOSX def2/J DEFGRID3
* xyz 0 1
Xe -0.769 -0.086 -0.030
O 0.381 -3.362 -2.051
H -0.142 -2.790 -1.490
H -0.066 -4.207 -2.017
O 0.745 0.222 4.053
H 1.522 0.392 4.585
H 0.946 0.612 3.202
O -2.273 3.746 0.957
H -1.447 3.589 1.415
H -2.839 3.023 1.230
O -0.724 -0.391 -4.110
H -1.503 -0.191 -3.592
H -0.937 -0.085 -4.992
O -3.242 0.369 -2.885
H -3.822 0.274 -3.641
H -3.624 -0.199 -2.216
O 0.362 3.761 1.734
H 0.794 4.138 2.500
H 0.833 2.943 1.572
O 2.680 -0.233 -2.060
H 1.909 0.334 -2.082
H 2.429 -1.000 -2.574
O 0.152 -4.107 1.326
H -0.498 -4.013 0.630
H -0.141 -4.869 1.826
O 2.256 1.390 2.099
H 2.586 0.588 1.694
H 2.993 1.721 2.612
O 0.070 -2.517 3.707
H 0.405 -1.621 3.690
H -0.043 -2.749 2.785
O 0.656 1.634 -2.451
H 0.239 1.315 -3.252
H 0.112 2.372 -2.175
*
```

No. 3
A cluster of 3 separate species, C6H18O3 in total. Source: OMol25; level of theory: ωB97M-V with the def2-TZVPD basis set.

## Properties
Kohn-Sham gap = 10.2 eV
F_max = 2.6 eV/A
Highest occupied orbital energy = -9.7 eV
SMILES = CCO.CCO.CCO
LUMO level = 0.019 Eh

The geometry in ORCA input format:
```
! wB97M-V def2-TZVPD RIJCOSX def2/J DEFGRID3
* xyz 0 1
C -13.112 6.231 -1.937
C -14.098 7.024 -1.028
O -14.211 6.391 0.203
H -12.212 6.059 -1.348
H -12.952 6.770 -2.871
H -13.544 5.249 -2.130
H -15.105 7.169 -1.418
H -13.703 8.006 -0.770
H -14.949 6.811 0.651
C -13.170 8.307 -4.484
C -13.545 8.724 -3.096
O -14.562 9.752 -3.348
H -12.508 7.442 -4.520
H -12.515 8.991 -5.025
H -14.019 7.970 -5.079
H -12.681 8.941 -2.469
H -14.038 7.857 -2.657
H -14.291 10.544 -2.878
C -10.805 10.001 -3.422
C -11.063 11.281 -2.522
O -12.250 11.023 -1.837
H -11.557 10.034 -4.211
H -10.860 8.970 -3.072
H -9.842 10.114 -3.921
H -11.164 12.097 -3.238
H -10.310 11.406 -1.744
H -12.489 11.695 -1.195
*
```